This record from the Open Molecules 2025 dataset describes C4H9N in the gas phase. The level of theory is ωB97M-V with the def2-TZVPD basis set.

## Properties
Energy = -5782.21613 eV
SMILES string = C=C(C)NC
Spin multiplicity = 1
LUMO level = 1.0 eV
HOMO-LUMO gap = 0.3344 Eh
Molar mass = 71.1 g/mol
Max |F| = 2.221 eV Å⁻¹

```
14
Properties=species:S:1:pos:R:3:forces:R:3:lowdin_charge:R:1
C 2.002 -0.154 0.313 -0.289 -0.161 0.583 -0.004
C 0.733 0.044 -0.040 -1.335 -0.067 -1.402 -0.426
C 0.366 0.041 -1.526 0.042 0.670 -0.930 -0.071
N -0.292 0.383 0.906 -0.637 -0.284 -0.597 -0.040
C -1.751 0.107 0.808 -2.104 0.702 -0.126 -0.132
H 2.740 -0.532 -0.407 -0.305 0.559 0.477 0.064
H 2.230 0.013 1.364 0.457 -0.359 -0.176 0.053
H -0.658 0.518 -1.726 1.744 -0.376 0.201 0.082
H 1.243 0.546 -2.079 -1.752 -0.339 0.701 0.095
H 0.330 -0.953 -2.013 -0.129 0.197 0.692 0.071
H -0.049 -0.113 1.732 0.463 0.129 0.977 0.089
H -2.446 0.450 -0.031 1.940 -0.339 0.337 0.093
H -2.089 -0.885 1.066 0.689 -1.262 -0.776 0.055
H -2.356 0.535 1.635 1.215 0.930 0.039 0.070
```
Forces are in eV/Å.

This record from the Open Molecules 2025 dataset describes 2 unconnected molecules or ions with the total composition C2H3ClO. The level of theory is ωB97M-V with the def2-TZVPD basis set.

## Properties
Energy = -16691.34834 eV
SMILES string = C=C=O.Cl
Spin multiplicity = 1
LUMO level = 0.5 eV
HOMO-LUMO gap = 0.3634 Eh
Molar mass = 78.5 g/mol
Max |F| = 2.145 eV Å⁻¹

```
7
Properties=species:S:1:pos:R:3:forces:R:3:lowdin_charge:R:1
C 0.679 -0.783 0.401 0.724 -1.784 0.540 -0.027
C 0.661 -0.494 -0.859 -0.843 1.417 -1.372 -0.354
O 0.533 -0.093 -1.941 0.518 -0.547 0.049 0.141
H 0.074 -0.145 1.025 0.241 -0.356 0.280 0.020
H 1.114 -1.783 0.610 -0.433 1.041 0.463 0.079
Cl -1.707 1.547 -0.233 0.004 0.229 0.530 0.349
H -1.355 1.751 0.997 -0.211 0.000 -0.490 -0.209
```
Forces are in eV/Å.

This record from the Open Molecules 2025 dataset describes a molecular structure, C17H16N5O4SV. The level of theory is ωB97M-V with the def2-TZVPD basis set.

## Properties
Total charge = -1
Energy = -70054.73816 eV
Spin multiplicity = 2
LUMO level (spin up / spin down) = 2.5 / 2.3 eV
HOMO-LUMO gap (spin up / spin down) = 0.2183 / 0.2108 Eh
Molar mass = 437.4 g/mol
Max |F| = 3.755 eV Å⁻¹

```
44
Properties=species:S:1:pos:R:3:forces:R:3:mulliken_spin:R:1
V 0.268 0.473 0.237 1.252 -1.237 0.697 0.793
C -3.006 -4.855 -1.307 0.013 0.064 -0.115 0.000
C -2.672 -3.523 -1.969 0.087 -0.409 0.204 0.000
N -3.085 -2.363 -1.187 -0.294 0.444 -0.370 0.000
C -2.301 -1.914 -0.153 0.272 -0.418 0.968 0.003
S -1.458 -2.987 0.858 0.368 -0.629 0.021 0.000
N -2.278 -0.608 0.024 -1.589 0.381 -1.295 0.013
N -1.346 -0.168 0.872 0.433 -0.412 1.110 0.006
C -1.410 -0.334 2.182 -0.502 0.533 0.538 0.063
C -2.705 -0.586 2.893 0.203 0.141 -0.196 0.003
C -0.144 -0.168 2.815 -0.464 -0.111 -0.264 0.055
C 0.088 0.074 4.176 0.325 -0.008 0.363 -0.051
C 1.380 0.166 4.634 -0.483 -0.034 -0.102 0.068
C 2.433 0.015 3.722 0.179 -0.147 -0.425 -0.011
C 2.136 -0.171 2.389 0.952 -0.127 0.821 0.044
N 0.893 -0.244 1.922 0.525 -0.405 0.985 0.001
H -2.696 -5.665 -1.965 -0.001 -0.159 -0.115 0.000
H -4.075 -4.943 -1.121 -0.160 0.004 0.017 0.000
H -2.474 -4.941 -0.364 -0.063 -0.053 -0.033 0.000
H -3.211 -3.459 -2.918 0.100 0.089 -0.022 0.000
H -1.596 -3.484 -2.181 -0.164 0.064 -0.007 0.000
H -3.301 -1.576 -1.787 -0.041 -0.069 0.028 0.000
H -3.068 -1.591 2.682 0.089 -0.114 -0.020 0.001
H -3.461 0.118 2.542 -0.034 0.048 0.039 0.003
H -2.570 -0.476 3.965 -0.090 0.005 0.115 -0.002
H -0.746 0.230 4.846 -0.021 -0.066 -0.001 0.000
H 1.584 0.365 5.677 -0.013 0.022 0.036 0.006
H 3.457 0.068 4.059 0.093 -0.010 -0.089 0.000
H 2.929 -0.260 1.647 -0.088 0.089 0.119 0.000
O 0.661 4.422 0.802 -0.214 -0.415 -0.197 -0.002
C 0.379 3.273 0.487 -0.261 1.715 -0.402 -0.001
O 0.709 2.206 1.096 0.562 -0.720 0.763 -0.006
C -0.439 2.970 -0.753 -0.088 0.330 0.123 0.005
C -1.147 3.857 -1.538 -0.013 -0.167 -0.120 -0.003
C -1.875 3.351 -2.613 0.188 -0.017 0.248 0.001
C -1.822 1.990 -2.894 0.131 -0.248 0.087 -0.003
C -1.068 1.166 -2.069 0.126 0.216 -0.268 0.011
N -0.422 1.662 -1.005 -1.634 2.347 -2.434 -0.014
C -0.708 -0.300 -2.215 -0.857 -0.254 -1.547 -0.005
O -1.144 -0.990 -3.132 0.193 0.634 0.470 0.011
O 0.135 -0.658 -1.324 0.964 -0.893 0.242 0.009
H -1.115 4.907 -1.295 -0.025 0.102 0.040 0.000
H -2.468 4.015 -3.227 -0.006 0.001 -0.055 0.000
H -2.351 1.571 -3.739 0.052 -0.106 0.044 0.000
```
Forces are in eV/Å.

This record from the Open Molecules 2025 dataset describes a molecular structure, C14H18N6O2OsPS3Sb. The level of theory is ωB97M-V with the def2-TZVPD basis set.

## Properties
Total charge = +1
Energy = -78638.82663 eV
Spin multiplicity = 6
LUMO level (spin up / spin down) = -2.8 / -5.1 eV
HOMO-LUMO gap (spin up / spin down) = 0.2908 / 0.1982 Eh
Molar mass = 741.5 g/mol
Max |F| = 0.909 eV Å⁻¹

```
46
Properties=species:S:1:pos:R:3:forces:R:3:mulliken_spin:R:1
Os -0.973 -1.582 -0.204 -0.629 0.624 0.204 2.846
C 4.095 0.759 -0.052 -0.099 -0.096 -0.001 -0.001
N 3.102 -0.318 -0.117 0.081 0.093 0.011 0.011
C 3.389 -1.661 -0.167 0.068 0.198 0.000 -0.010
C 2.197 -2.311 -0.213 -0.148 -0.039 -0.008 0.032
N 1.192 -1.378 -0.186 -0.148 -0.080 -0.058 0.004
C 1.755 -0.172 -0.131 0.397 -0.101 0.042 0.005
P 0.907 1.454 -0.085 -0.017 -0.161 0.018 -0.005
C -0.184 1.082 1.324 0.008 0.273 0.223 -0.043
N -0.812 -0.059 1.547 -0.010 -0.256 -0.198 0.112
C -1.472 0.063 2.738 -0.141 -0.069 -0.098 0.001
C -1.236 1.307 3.241 0.089 0.073 -0.092 -0.010
N -0.414 1.940 2.346 0.006 0.126 0.058 0.018
C 0.008 3.340 2.423 -0.077 -0.096 -0.064 0.009
C -0.208 1.137 -1.483 0.031 0.135 -0.198 -0.027
N -0.858 0.006 -1.724 -0.155 -0.183 0.122 0.084
C -1.498 0.141 -2.924 0.012 -0.092 0.125 0.001
C -1.219 1.377 -3.420 -0.067 0.096 0.042 -0.020
N -0.411 1.995 -2.505 0.068 0.147 -0.046 0.013
C 0.052 3.381 -2.576 -0.077 -0.072 0.037 -0.002
H 5.086 0.318 -0.073 0.009 -0.066 -0.007 0.000
H 3.985 1.328 0.867 -0.038 -0.021 0.056 0.001
H 3.991 1.428 -0.902 -0.038 -0.012 -0.063 0.001
H 4.401 -2.037 -0.171 -0.122 0.104 0.000 0.000
H 1.995 -3.369 -0.282 -0.019 0.132 -0.004 0.001
H -2.071 -0.737 3.145 0.062 0.050 -0.046 0.004
H -1.574 1.784 4.148 0.039 -0.019 -0.115 -0.001
H -0.402 3.776 3.328 -0.011 -0.038 0.039 -0.003
H -0.381 3.892 1.569 -0.036 -0.046 0.006 -0.002
H 1.091 3.419 2.450 0.045 -0.052 0.004 0.000
H -2.118 -0.640 -3.334 0.026 0.054 0.042 0.001
H -1.560 1.863 -4.320 0.081 0.013 0.096 0.001
H -0.323 3.825 -3.491 -0.027 -0.033 -0.049 0.000
H 1.137 3.428 -2.579 0.066 -0.048 -0.004 0.000
H -0.339 3.945 -1.732 -0.049 -0.023 0.016 0.001
S -4.718 1.170 -2.093 0.061 -0.045 0.283 0.783
Sb -4.424 0.635 0.151 -0.032 0.596 -0.179 0.021
S -3.169 -1.729 -0.194 0.774 -0.326 -0.067 0.679
S -2.979 2.449 0.110 -0.050 -0.350 -0.095 0.422
C -0.757 -5.577 1.306 -0.034 0.091 -0.073 0.012
O -0.986 -4.148 1.206 0.060 -0.003 -0.022 0.004
C -0.773 -3.595 0.015 0.012 -0.381 -0.148 -0.006
O -0.397 -4.184 -0.975 0.033 -0.084 0.195 0.062
H -0.618 -5.780 2.361 -0.019 0.005 0.043 0.000
H 0.121 -5.860 0.733 0.052 -0.003 -0.006 0.000
H -1.625 -6.107 0.924 -0.037 -0.014 -0.021 0.001
```
Forces are in eV/Å.

This record from the Open Molecules 2025 dataset describes a molecular structure, C34H23BClN2O6RuS2. The level of theory is ωB97M-V with the def2-TZVPD basis set.

## Properties
Total charge = -2
Energy = -88350.19474 eV
Spin multiplicity = 6
LUMO level (spin up / spin down) = 3.9 / 3.8 eV
HOMO-LUMO gap (spin up / spin down) = 0.1775 / 0.2378 Eh
Molar mass = 767.0 g/mol
Max |F| = 0.361 eV Å⁻¹

```
70
Properties=species:S:1:pos:R:3:forces:R:3:mulliken_spin:R:1
Ru -1.316 1.394 0.207 0.006 0.348 0.095 3.062
S -0.431 3.466 -0.763 0.056 0.109 -0.101 0.298
C -1.784 4.516 -0.531 -0.063 -0.112 0.122 0.006
C -1.758 5.770 -1.222 -0.021 0.096 -0.101 -0.026
N -1.721 6.771 -1.791 0.016 -0.007 0.023 0.011
C -2.833 4.222 0.291 0.042 -0.013 -0.033 0.014
S -2.940 2.767 1.234 0.073 -0.082 0.052 0.236
C -3.892 5.167 0.471 -0.090 0.071 -0.061 -0.017
N -4.762 5.909 0.617 0.016 -0.011 0.037 0.002
O -0.369 -1.205 -0.396 -0.072 0.030 -0.109 0.275
C 0.189 -0.199 -0.019 0.133 0.012 0.029 0.206
C 5.759 2.148 2.512 0.021 0.000 0.008 0.196
C 4.716 3.075 2.537 -0.008 0.020 0.002 -0.092
C 3.504 2.788 1.949 0.010 -0.008 -0.001 0.152
C 3.265 1.553 1.293 -0.009 0.054 -0.010 -0.072
C 4.332 0.621 1.294 0.029 -0.053 0.027 0.208
C 5.542 0.921 1.890 0.007 -0.009 -0.002 -0.100
C 1.979 1.314 0.737 0.037 0.031 0.002 0.314
C 1.549 0.204 -0.033 -0.114 -0.074 0.033 0.045
C 2.432 -0.510 -0.968 0.072 -0.104 -0.013 0.036
C 2.284 -1.868 -1.281 -0.011 -0.016 0.029 0.038
C 3.128 -2.492 -2.187 -0.001 -0.025 -0.006 -0.033
C 4.148 -1.786 -2.811 0.007 -0.002 -0.001 0.054
C 4.301 -0.435 -2.519 0.002 0.016 -0.005 -0.031
C 3.458 0.191 -1.619 -0.014 0.018 -0.088 0.076
H 6.712 2.373 2.974 -0.002 0.000 -0.003 0.021
H 4.854 4.034 3.027 0.010 -0.006 0.000 -0.006
H 2.700 3.515 1.978 0.003 -0.006 -0.002 0.014
H 4.192 -0.351 0.838 0.019 0.048 0.048 0.042
H 6.333 0.178 1.873 0.004 0.008 0.010 -0.006
H 1.233 2.044 1.024 -0.101 -0.013 0.069 0.072
H 1.492 -2.434 -0.811 0.025 0.022 -0.001 0.025
H 2.979 -3.543 -2.406 0.021 0.001 -0.015 -0.002
H 4.806 -2.275 -3.519 -0.007 -0.005 -0.002 0.005
H 5.081 0.142 -3.004 0.003 -0.014 -0.006 -0.002
H 3.580 1.247 -1.411 -0.008 -0.029 0.004 0.012
O -0.848 -0.515 2.675 -0.071 0.004 0.102 -0.064
B -0.826 0.802 2.159 0.006 -0.181 -0.103 0.029
O -0.391 1.668 3.191 0.083 0.017 -0.047 -0.073
C -0.116 0.885 4.268 -0.006 -0.040 0.024 -0.009
C 0.372 1.251 5.502 -0.028 0.012 -0.068 0.001
C 0.562 0.230 6.435 0.013 0.014 0.036 0.000
C 0.271 -1.093 6.127 0.004 -0.033 0.020 0.000
C -0.222 -1.454 4.872 -0.008 0.025 -0.042 0.000
C -0.403 -0.440 3.958 -0.010 0.020 0.008 0.007
H 0.601 2.285 5.724 0.003 -0.003 0.010 0.000
H 0.951 0.476 7.416 -0.003 -0.008 -0.001 0.000
H 0.435 -1.862 6.872 -0.001 0.009 0.001 0.000
H -0.447 -2.480 4.614 0.002 0.001 0.004 0.000
C -5.090 -2.798 -4.772 -0.034 -0.004 -0.024 0.000
C -3.909 -3.145 -3.911 0.017 -0.017 0.011 0.000
C -2.944 -4.044 -4.350 -0.030 -0.001 0.011 0.000
C -1.847 -4.325 -3.556 0.041 -0.024 0.004 -0.001
Cl -0.645 -5.455 -4.145 0.006 -0.012 -0.002 0.000
C -1.679 -3.737 -2.316 -0.014 0.014 -0.006 0.003
C -2.646 -2.855 -1.860 -0.033 0.057 -0.020 -0.003
C -3.747 -2.559 -2.654 -0.006 0.007 0.027 -0.002
O -4.725 -1.704 -2.203 -0.008 0.001 -0.022 0.002
C -4.369 -0.322 -2.276 0.036 -0.029 0.014 0.007
C -3.335 0.114 -1.232 0.024 -0.006 0.046 -0.038
O -2.478 0.960 -1.635 -0.091 -0.059 0.024 0.078
O -3.401 -0.330 -0.081 -0.055 -0.080 -0.038 0.026
H -5.323 -3.614 -5.458 0.014 0.006 -0.009 0.000
H -4.888 -1.906 -5.372 -0.002 0.010 0.015 0.000
H -5.965 -2.584 -4.162 0.004 -0.013 0.003 0.000
H -3.045 -4.522 -5.316 0.002 0.001 -0.002 0.000
H -0.806 -3.946 -1.716 0.008 0.003 -0.002 0.001
H -2.542 -2.367 -0.900 0.019 -0.007 0.009 0.001
H -5.289 0.229 -2.077 0.003 0.026 -0.021 -0.001
H -4.006 -0.074 -3.277 0.025 -0.008 0.008 0.002
```
Forces are in eV/Å.

This record from the Open Molecules 2025 dataset describes a molecular structure, C34H35FN3O4S5Sb2Tc. The level of theory is ωB97M-V with the def2-TZVPD basis set.

## Properties
Total charge = +2
Energy = -120641.97168 eV
Spin multiplicity = 1
LUMO level (spin up / spin down) = -7.2 / -7.2 eV
HOMO-LUMO gap (spin up / spin down) = 0.2250 / 0.2250 Eh
Molar mass = 1070.5 g/mol
Max |F| = 0.763 eV Å⁻¹

```
85
Properties=species:S:1:pos:R:3:forces:R:3:lowdin_charge:R:1
Tc -0.231 -1.690 -0.135 -0.178 -0.031 -0.742 0.813
C 3.810 -1.979 3.087 -0.018 0.002 0.061 0.015
C 2.648 -1.103 2.642 0.039 -0.132 -0.082 -0.525
C 2.404 0.034 3.630 -0.031 0.011 0.018 0.014
O 2.980 -0.607 1.359 0.028 0.024 0.032 -0.019
C 1.389 -1.992 2.590 -0.085 0.175 -0.035 -0.461
O 0.993 -2.665 3.490 0.117 -0.031 -0.080 0.157
O 0.671 -1.914 1.432 -0.145 0.038 0.327 -0.325
H 4.706 -1.365 3.167 -0.002 0.006 0.004 0.102
H 3.995 -2.773 2.364 -0.014 -0.010 -0.019 0.084
H 3.594 -2.433 4.053 0.017 -0.003 -0.007 0.104
H 3.327 0.600 3.755 0.010 -0.014 -0.013 0.102
H 2.100 -0.360 4.599 -0.015 0.013 0.004 0.104
H 1.629 0.718 3.271 -0.001 -0.047 -0.007 0.079
H 2.355 0.087 1.112 -0.047 0.018 -0.024 0.036
S -2.500 -2.788 2.387 0.011 -0.003 -0.007 0.097
Sb -2.913 -4.267 0.467 -0.045 -0.014 0.008 0.680
S -2.403 -1.315 0.913 0.100 -0.025 0.099 -0.114
S -0.812 -3.852 -0.632 0.046 0.062 -0.001 0.105
S -3.830 -2.124 -0.380 0.014 -0.010 -0.005 0.060
C 3.930 -3.712 -0.858 -0.009 -0.006 0.001 0.028
N 3.902 -2.291 -1.206 0.008 0.039 -0.005 -0.016
C 5.040 -1.604 -1.479 -0.023 0.021 -0.026 -0.008
C 5.016 -0.287 -1.776 -0.025 -0.021 -0.001 0.026
C 3.735 0.332 -1.810 0.025 0.023 0.007 -0.354
N 2.620 -0.341 -1.537 -0.012 -0.028 -0.005 0.149
C 2.700 -1.624 -1.183 -0.001 0.006 -0.011 -0.497
O 1.695 -2.309 -0.852 0.112 -0.024 0.016 -0.176
N 3.603 1.625 -2.127 0.001 -0.038 0.009 0.194
H 4.932 -4.090 -1.038 -0.002 -0.010 0.010 0.102
H 3.214 -4.252 -1.473 0.014 -0.009 -0.002 0.103
H 3.664 -3.846 0.188 -0.014 -0.003 0.015 0.094
H 5.957 -2.175 -1.448 0.000 -0.003 0.007 0.145
H 5.923 0.256 -1.987 0.002 0.001 -0.001 0.123
H 4.399 2.194 -2.354 0.003 0.006 -0.005 0.122
H 2.685 2.035 -2.134 -0.003 0.013 0.000 0.111
S 0.090 0.714 -0.207 -0.078 0.119 0.007 0.234
Sb -1.692 1.945 0.729 0.064 0.030 0.024 1.378
C -1.962 1.544 2.763 0.089 -0.108 -0.012 -0.372
C -1.256 0.488 3.332 -0.086 0.037 -0.012 -0.188
C -1.452 0.173 4.669 0.011 -0.024 -0.009 -0.056
C -2.347 0.918 5.425 0.001 0.000 0.006 -0.042
C -3.043 1.975 4.855 -0.023 0.022 0.001 -0.050
C -2.856 2.296 3.516 0.037 0.020 0.025 -0.107
C -3.483 1.630 -0.300 0.029 -0.011 -0.058 -0.406
C -3.501 1.840 -1.678 -0.024 -0.024 0.005 -0.124
C -4.681 1.640 -2.380 0.015 0.010 -0.008 -0.058
C -5.828 1.239 -1.708 -0.013 -0.005 -0.012 -0.052
C -5.805 1.031 -0.336 0.003 -0.001 0.027 -0.069
C -4.629 1.221 0.376 -0.002 0.009 0.002 -0.155
C -1.134 3.932 0.421 -0.046 0.010 0.020 -0.368
C -2.091 4.847 -0.003 0.017 -0.002 -0.015 -0.112
C -1.731 6.178 -0.168 -0.023 -0.009 -0.005 -0.057
C -0.429 6.581 0.090 -0.003 0.013 0.003 -0.051
C 0.522 5.662 0.514 0.022 -0.009 0.009 -0.062
C 0.174 4.331 0.683 -0.012 -0.007 0.009 -0.127
H -0.559 -0.088 2.733 0.012 0.001 0.041 0.046
H -0.910 -0.652 5.114 0.010 0.002 -0.007 0.118
H -2.503 0.675 6.468 0.002 0.001 0.003 0.119
H -3.735 2.553 5.452 -0.001 0.000 0.001 0.119
H -3.399 3.128 3.083 -0.006 0.007 -0.007 0.112
H -2.609 2.162 -2.203 0.002 0.006 -0.002 0.108
H -4.707 1.804 -3.448 0.001 0.000 -0.002 0.116
H -6.748 1.090 -2.258 -0.003 0.002 0.001 0.119
H -6.701 0.719 0.183 -0.004 0.002 0.000 0.120
H -4.610 1.046 1.446 0.001 0.013 0.003 0.103
H -3.109 4.536 -0.210 -0.008 0.001 -0.002 0.101
H -2.468 6.898 -0.497 -0.003 -0.001 0.000 0.117
H -0.154 7.619 -0.037 0.003 0.000 -0.001 0.118
H 1.534 5.985 0.720 0.000 -0.003 0.000 0.115
H 0.917 3.616 1.019 0.010 0.004 0.001 0.093
F 0.495 -4.815 -6.552 0.016 -0.055 -0.057 0.126
C 0.296 -3.994 -5.535 0.003 0.029 0.013 -0.247
C 1.264 -3.039 -5.256 0.005 0.022 0.014 0.032
C 1.038 -2.178 -4.207 0.001 0.027 0.025 0.001
C -0.118 -2.294 -3.410 -0.085 0.008 -0.033 -0.299
C -0.288 -1.378 -2.333 0.325 -0.190 0.483 -0.166
C -1.076 -3.272 -3.740 -0.021 -0.002 0.006 -0.057
C -0.882 -4.115 -4.808 -0.021 0.005 0.030 0.034
H 2.148 -2.980 -5.875 0.001 0.005 0.001 0.133
H 1.756 -1.401 -3.976 0.014 0.003 -0.009 0.119
H -1.322 -1.292 -1.883 -0.069 0.037 0.068 0.045
H 0.256 -0.449 -2.424 -0.031 0.007 -0.101 0.017
H -1.987 -3.337 -3.160 0.001 -0.002 -0.015 0.091
H -1.609 -4.861 -5.096 -0.008 0.003 -0.001 0.135
```
Forces are in eV/Å.